1.
A 14-piece molecular cluster, C72H168N8O12S6 overall. Source: the OMol25 dataset; level of theory: ωB97M-V/def2-TZVPD.

Output
net charge: 0
E_tot: -178881.5851 eV
frontier orbital gap: 8.446 eV
HOMO level: -8.1 eV

Geometry (Å):
C: 1.448 -1.379 -6.016
C: 1.071 -1.278 -4.604
N: 0.201 -2.363 -4.184
C: -1.143 -2.392 -4.761
C: -1.832 -1.000 -4.595
C: 0.885 -3.705 -4.233
C: 2.323 -3.801 -3.592
H: 1.806 -2.368 -6.300
H: 2.222 -0.665 -6.297
H: 0.542 -1.128 -6.569
H: 1.973 -1.192 -3.997
H: 0.531 -0.357 -4.383
H: -1.177 -2.656 -5.818
H: -1.749 -3.135 -4.244
H: -2.914 -1.125 -4.649
H: -1.667 -0.788 -3.539
H: -1.556 -0.206 -5.289
H: 1.033 -4.132 -5.225
H: 0.378 -4.476 -3.653
H: 2.259 -3.548 -2.533
H: 2.947 -3.114 -4.164
H: 2.846 -4.752 -3.688
C: -2.213 5.705 -8.326
C: -3.004 4.472 -7.706
N: -2.362 4.008 -6.477
C: -3.290 3.520 -5.465
C: -4.348 4.559 -4.992
C: -1.223 3.050 -6.744
C: -0.358 2.856 -5.473
H: -2.270 5.786 -9.411
H: -1.173 5.466 -8.106
H: -2.530 6.643 -7.869
H: -4.051 4.763 -7.621
H: -2.991 3.634 -8.403
H: -3.661 2.618 -5.951
H: -2.748 3.123 -4.607
H: -5.081 4.108 -4.323
H: -3.786 5.428 -4.648
H: -4.941 4.900 -5.840
H: -0.633 3.426 -7.580
H: -1.667 2.097 -7.032
H: -0.884 2.463 -4.602
H: 0.191 3.743 -5.158
H: 0.532 2.241 -5.611
C: -6.629 0.795 -4.233
C: -7.816 0.774 -3.302
N: -7.662 1.683 -2.116
C: -8.950 1.693 -1.389
C: -9.060 2.943 -0.540
C: -6.466 1.654 -1.307
C: -6.313 0.317 -0.520
H: -5.744 0.510 -3.664
H: -6.606 1.849 -4.510
H: -6.797 0.215 -5.140
H: -8.739 1.041 -3.816
H: -8.004 -0.223 -2.902
H: -9.738 1.684 -2.142
H: -9.063 0.825 -0.740
H: -8.386 2.947 0.316
H: -8.954 3.828 -1.169
H: -10.081 2.905 -0.159
H: -6.316 2.547 -0.699
H: -5.613 1.680 -1.985
H: -7.025 0.208 0.299
H: -5.385 0.254 0.047
H: -6.399 -0.484 -1.254
C: 1.762 -4.116 5.010
C: 0.553 -3.162 4.965
N: -0.761 -3.732 4.875
C: -1.121 -4.526 6.043
C: -1.227 -3.826 7.364
C: -1.040 -4.501 3.616
C: -0.871 -3.628 2.346
H: 1.603 -5.053 5.545
H: 2.727 -3.682 5.272
H: 1.883 -4.458 3.982
H: 0.600 -2.539 5.858
H: 0.752 -2.363 4.250
H: -0.468 -5.388 6.178
H: -2.130 -4.872 5.817
H: -0.294 -3.359 7.677
H: -1.413 -4.525 8.179
H: -1.946 -3.007 7.383
H: -0.294 -5.289 3.523
H: -2.065 -4.828 3.438
H: 0.134 -3.286 2.097
H: -1.288 -4.033 1.424
H: -1.377 -2.683 2.547
C: -1.190 -5.493 -0.852
C: -2.264 -6.030 -1.852
N: -3.566 -5.877 -1.213
C: -4.621 -6.594 -2.036
C: -5.935 -6.744 -1.303
C: -3.879 -4.487 -0.800
C: -4.007 -3.467 -1.963
H: -1.038 -4.419 -0.957
H: -0.207 -5.902 -1.085
H: -1.406 -5.783 0.177
H: -2.228 -5.477 -2.790
H: -2.013 -7.073 -2.044
H: -4.792 -6.077 -2.980
H: -4.351 -7.644 -2.146
H: -6.496 -7.593 -1.694
H: -5.938 -6.735 -0.213
H: -6.607 -5.904 -1.479
H: -3.177 -4.126 -0.048
H: -4.855 -4.473 -0.314
H: -3.156 -3.501 -2.643
H: -3.917 -2.463 -1.548
H: -4.990 -3.552 -2.426
C: -5.282 5.279 -1.765
C: -4.562 4.674 -0.580
N: -3.594 5.591 -0.061
C: -2.569 4.827 0.691
C: -1.428 4.331 -0.186
C: -4.248 6.466 0.924
C: -3.372 7.636 1.370
H: -4.570 5.574 -2.536
H: -5.869 6.125 -1.406
H: -5.995 4.497 -2.027
H: -5.237 4.300 0.190
H: -4.066 3.753 -0.883
H: -2.218 5.358 1.576
H: -2.989 3.997 1.259
H: -0.656 5.086 -0.335
H: -1.004 3.423 0.243
H: -1.628 4.322 -1.257
H: -4.659 5.982 1.810
H: -5.193 6.781 0.481
H: -3.641 8.609 0.960
H: -2.315 7.461 1.169
H: -3.522 7.814 2.435
C: 3.366 -1.149 0.087
C: 2.017 -1.485 -0.531
N: 0.828 -0.691 -0.222
C: 1.019 0.734 -0.405
C: 1.200 1.214 -1.862
C: -0.444 -1.227 -0.719
C: -1.718 -0.452 -0.260
H: 3.436 -0.081 0.291
H: 4.201 -1.397 -0.568
H: 3.483 -1.726 1.005
H: 2.154 -1.512 -1.612
H: 1.795 -2.535 -0.341
H: 0.150 1.259 -0.009
H: 1.909 1.145 0.072
H: 0.400 0.829 -2.495
H: 1.089 2.274 -2.091
H: 2.153 0.825 -2.219
H: -0.542 -2.287 -0.481
H: -0.425 -1.151 -1.806
H: -2.676 -0.805 -0.640
H: -1.803 0.557 -0.664
H: -1.773 -0.402 0.827
C: 6.428 -2.396 4.869
C: 5.478 -1.933 5.930
N: 4.680 -0.733 5.622
C: 3.727 -0.568 6.731
C: 4.360 0.182 7.878
C: 3.995 -0.859 4.339
C: 3.557 0.557 3.852
H: 5.873 -3.043 4.189
H: 7.220 -3.015 5.290
H: 6.846 -1.521 4.371
H: 4.767 -2.737 6.122
H: 6.109 -1.788 6.807
H: 3.471 -1.501 7.233
H: 2.784 -0.079 6.485
H: 4.835 1.144 7.685
H: 5.159 -0.416 8.317
H: 3.708 0.290 8.745
H: 4.610 -1.170 3.494
H: 3.185 -1.586 4.376
H: 2.908 1.104 4.535
H: 4.538 1.025 3.766
H: 3.044 0.556 2.890
C: 7.418 -3.527 1.191
C: 8.547 -3.485 0.168
C: 8.177 -4.182 -1.112
S: 6.416 -4.608 -0.981
O: 6.274 -5.917 -0.367
O: 5.689 -4.171 -2.174
C: 6.121 -3.498 0.427
H: 7.576 -2.719 1.906
H: 7.472 -4.448 1.770
H: 9.418 -3.988 0.588
H: 8.856 -2.469 -0.077
H: 8.720 -5.085 -1.394
H: 8.233 -3.462 -1.927
H: 5.243 -3.881 0.948
H: 6.027 -2.515 -0.032
C: 1.765 4.789 1.138
C: 2.722 3.865 1.864
C: 3.174 4.512 3.182
S: 3.237 6.348 2.825
O: 4.594 6.704 2.295
O: 2.646 7.025 3.966
C: 2.021 6.259 1.428
H: 0.800 4.493 1.552
H: 1.560 4.470 0.116
H: 3.520 3.841 1.121
H: 2.219 2.929 2.104
H: 4.064 4.055 3.615
H: 2.383 4.253 3.886
H: 2.383 6.909 0.631
H: 1.148 6.683 1.923
C: 0.119 2.070 4.398
C: -0.009 0.510 4.069
C: -1.503 0.132 4.044
S: -2.409 1.588 3.490
O: -3.402 2.049 4.450
O: -2.779 1.450 2.121
C: -0.986 2.774 3.580
H: 1.094 2.410 4.049
H: 0.045 2.321 5.456
H: 0.505 0.013 4.893
H: 0.479 0.137 3.169
H: -1.877 -0.062 5.050
H: -1.775 -0.734 3.441
H: -1.423 3.697 3.960
H: -0.679 2.843 2.537
C: 8.060 1.352 1.609
C: 6.571 1.019 1.834
C: 5.719 2.283 1.856
S: 6.458 3.377 0.592
O: 6.655 4.708 1.126
O: 5.742 3.221 -0.694
C: 8.149 2.463 0.506
H: 8.568 0.473 1.213
H: 8.437 1.645 2.589
H: 6.509 0.327 2.674
H: 6.304 0.333 1.030
H: 5.917 2.827 2.779
H: 4.652 2.194 1.651
H: 8.859 3.276 0.662
H: 8.250 2.115 -0.522
C: 4.911 0.251 -4.630
C: 5.958 1.408 -4.726
C: 6.702 1.510 -3.451
S: 6.992 -0.277 -2.863
O: 6.445 -0.371 -1.529
O: 8.309 -0.762 -3.194
C: 5.674 -1.001 -4.010
H: 4.553 0.050 -5.639
H: 4.045 0.498 -4.016
H: 5.331 2.292 -4.839
H: 6.628 1.319 -5.580
H: 6.000 1.833 -2.682
H: 7.628 2.082 -3.388
H: 5.047 -1.701 -3.459
H: 6.336 -1.471 -4.738
C: -4.555 -3.402 2.638
C: -4.913 -1.970 2.133
C: -5.929 -1.254 2.946
S: -5.734 -1.907 4.627
O: -6.929 -2.514 5.095
O: -4.948 -0.924 5.402
C: -4.564 -3.270 4.196
H: -3.587 -3.797 2.330
H: -5.323 -4.015 2.167
H: -5.283 -2.099 1.116
H: -4.044 -1.333 1.968
H: -6.914 -1.480 2.540
H: -5.750 -0.179 2.978
H: -4.909 -4.133 4.765
H: -3.615 -3.138 4.716


2.
C19H43Cl2NP2Ti as an isolated structure. Source: the OMol25 dataset; level of theory: ωB97M-V/def2-TZVPD.

Output
net charge: 0
E_tot: -88630.3770 eV
frontier orbital gap: 7.686 eV
HOMO level: -8.5 eV

Geometry (Å):
Ti: -0.016 -0.052 0.060
Cl: -0.066 0.640 -2.181
P: -2.496 -0.410 -0.201
C: -2.864 -1.280 -1.786
C: -3.358 -1.347 1.134
C: -3.186 1.305 -0.420
C: -1.853 -2.356 -2.210
H: -2.813 -0.455 -2.514
C: -4.278 -1.866 -1.782
H: -4.301 -2.831 -1.243
H: -4.573 -2.052 -2.825
H: -5.039 -1.202 -1.347
H: -0.960 -1.924 -2.681
H: -2.310 -3.041 -2.943
H: -1.489 -2.969 -1.373
H: -2.643 1.613 -1.338
C: -2.922 2.291 0.720
C: -4.691 1.272 -0.683
H: -4.949 0.917 -1.687
H: -5.049 2.308 -0.570
H: -5.208 0.676 0.090
H: -2.198 1.951 1.454
H: -3.820 2.487 1.345
H: -2.538 3.232 0.287
C: -2.691 -2.709 1.341
H: -4.373 -1.497 0.747
C: -3.452 -0.565 2.444
H: -2.836 -3.401 0.500
H: -3.117 -3.183 2.237
H: -1.602 -2.626 1.536
H: -2.484 -0.137 2.769
H: -3.766 -1.256 3.241
H: -4.198 0.243 2.405
Cl: 0.070 -1.051 2.142
H: 0.186 -1.595 -0.509
P: 2.482 0.410 -0.097
C: 2.803 2.009 -1.016
C: 3.477 0.457 1.479
C: 3.084 -0.914 -1.244
C: 1.841 3.173 -0.786
H: 2.703 1.670 -2.057
C: 4.211 2.511 -0.726
H: 4.253 3.014 0.261
H: 4.451 3.257 -1.496
H: 4.989 1.733 -0.760
H: 0.850 2.968 -1.231
H: 2.239 4.113 -1.210
H: 1.713 3.413 0.278
H: 2.517 -0.679 -2.167
C: 2.729 -2.344 -0.830
C: 4.587 -0.761 -1.535
H: 4.808 0.107 -2.162
H: 4.943 -1.656 -2.070
H: 5.171 -0.690 -0.605
H: 1.980 -2.453 -0.033
H: 3.623 -2.900 -0.493
H: 2.305 -2.884 -1.693
C: 2.924 1.477 2.488
H: 4.477 0.763 1.134
C: 3.573 -0.922 2.139
H: 3.160 2.512 2.183
H: 3.314 1.282 3.498
H: 1.839 1.422 2.614
H: 2.576 -1.365 2.344
H: 4.059 -0.776 3.116
H: 4.174 -1.649 1.566
N: 0.000 2.751 1.839
C: 0.030 1.820 1.111


Record order is preserved below.
LUMO: 0.3 -0.8 eV
Record order is preserved below.
Maximum force: 0.0691 0.0695 hartree/bohr